DFT (wB97M-V/def2-TZVPD) results for 18 unconnected molecules or ions with the total composition C24H51BBrCl34N4O.

The geometry in XYZ format:
```
116
Properties=species:S:1:pos:R:3:mulliken_charge:R:1
Br -0.31701 -6.43630 -1.54433 -0.102
Cl 2.30027 0.31147 0.43478 -0.180
Cl 9.19595 4.31512 -2.65288 -0.139
Cl 8.09261 3.29879 7.08856 -0.135
Cl -3.89261 5.59338 -0.33064 -0.153
Cl 3.33977 4.87494 -0.37847 -0.094
Cl -8.34457 4.55941 1.87408 -0.163
Cl -7.40119 -4.49552 4.87199 -0.170
Cl -7.04125 3.13340 -4.12747 -0.092
Cl 0.58164 4.92025 4.61250 -0.102
Cl 5.39431 3.28137 2.45406 -0.139
Cl 0.24831 6.84435 1.71122 -0.190
Cl -0.67710 0.72008 2.86836 -0.081
Cl -8.84845 4.74489 -1.01259 -0.148
Cl -4.32469 -3.67839 2.23106 -0.091
Cl -7.77169 1.14280 -6.15954 -0.153
Cl 4.67499 1.31108 -0.97794 -0.146
Cl -4.13807 -6.58566 1.89657 -0.166
Cl -6.37765 -2.22701 -3.98258 -0.156
Cl -0.30980 5.20019 -0.66273 -0.166
Cl 1.36280 -10.69189 -4.38776 -0.149
Cl 8.61689 5.05221 9.37878 -0.144
Cl -3.55279 0.10341 2.82351 -0.166
Cl 3.49038 7.51122 -1.65060 -0.173
Cl -3.84190 -1.99270 -5.42721 -0.169
Cl 6.51576 7.67263 4.68715 -0.175
Cl 6.72543 -7.68038 -3.42820 -0.157
Cl 1.54881 -7.77964 -4.61554 -0.135
Cl -2.30615 4.51403 4.32967 -0.150
Cl -6.85744 -4.57803 7.75248 -0.142
Cl 5.36042 5.37766 6.09748 -0.163
Cl 8.03912 1.83993 -1.59046 -0.111
Cl 6.56289 5.57870 1.05649 -0.151
Cl -4.61116 5.75738 -3.16847 -0.137
Cl 4.32232 -7.10263 -1.85214 -0.140
O 0.18884 0.28706 -1.90749 -0.513
N -1.72488 -3.65483 -0.45755 -0.102
N 1.39285 -1.51081 -3.04920 -0.365
N -0.69137 -3.76725 -2.67898 0.395
N -0.43915 -1.93906 -1.23623 0.340
C 2.97186 1.57753 -0.60590 0.161
C -3.52933 6.33592 -1.89800 -0.189
C 1.97260 -4.10969 -0.82514 -0.785
C -0.91989 -3.13016 -1.45707 -0.986
C -5.20721 -5.21549 2.23280 -0.025
C 1.68893 -4.51836 -2.27797 -0.054
C -5.48913 -1.35916 -5.24151 -0.225
C -2.00001 -4.14871 -3.31363 -0.580
C -6.24583 -4.11968 6.16618 -0.173
C -1.00279 5.16273 5.34724 -0.390
C 9.47830 2.87290 -1.67934 -0.300
C 6.48341 5.91181 4.84338 0.418
C -7.87332 1.61280 -4.45419 -0.232
C -2.22203 0.84240 3.72563 0.074
C -2.97046 -4.27915 -0.96911 -0.258
C 6.51541 3.81606 1.19322 -0.031
C 0.66355 -9.14738 -3.91098 -0.211
C -0.39451 5.31839 1.10231 -0.044
C -7.84259 5.27814 0.33781 0.009
C 7.94489 3.51232 8.83805 -0.267
C 0.26113 -4.87159 -2.63775 -0.642
C 4.96498 -7.59918 -3.43030 -0.179
C 3.31023 6.63366 -0.13261 0.255
C -3.19328 -3.85829 -2.41421 -0.377
B 0.40445 -1.04024 -2.11656 0.263
H -6.01076 -1.47704 -6.18266 0.377
H -5.43120 -0.31340 -4.96644 0.161
H 6.16799 5.48747 3.89916 -0.305
H -6.06657 -3.05142 6.15558 0.280
H -5.33024 -4.66792 5.97639 0.225
H -5.65050 -5.33763 3.21220 -0.013
H 9.73970 3.18072 -0.67400 0.235
H 2.26363 -5.41996 -2.49908 -0.137
H 2.86310 2.52948 -0.10426 -0.154
H 2.35365 6.88249 0.30937 -0.202
H -7.92116 6.35556 0.42002 0.274
H -2.12706 0.33057 4.67539 0.298
H 6.18952 3.40496 0.24551 -0.021
H 10.27900 2.29831 -2.12849 0.330
H 0.25974 -5.28168 -3.64381 0.904
H -4.06393 -4.38108 -2.80837 0.448
H -8.91787 1.73664 -4.19488 0.340
H 1.15927 -4.39009 -0.15404 0.214
H -2.10980 -3.56556 -4.22560 -0.111
H 4.56878 -8.58032 -3.66247 0.253
H 4.13356 6.88991 0.52303 0.203
H -7.42476 0.82754 -3.85592 0.156
H -2.51330 6.07372 -2.16145 0.149
H 1.17789 -1.27911 -4.01173 0.189
H 2.41396 1.58288 -1.53565 0.307
H 4.65159 -6.87289 -4.17032 0.223
H -1.43437 5.24543 1.39835 0.127
H -0.64901 0.47765 -1.46929 0.248
H 2.07870 -3.02364 -0.75056 0.099
H -1.18518 -4.28032 0.13768 0.378
H -1.17460 6.22544 5.46820 0.314
H -3.78725 -3.88392 -0.37136 0.202
H 0.71324 -9.05843 -2.83261 0.145
H 7.50890 3.46427 1.44512 0.362
H -3.63963 7.40945 -1.80447 0.323
H 2.03875 -3.75876 -2.97304 0.338
H 7.47826 5.56862 5.10494 0.216
H 6.89239 3.48766 9.09393 0.243
H -0.36115 -9.10285 -4.25966 0.341
H 8.48372 2.70914 9.32553 0.307
H -2.95646 -5.36082 -0.84947 0.283
H -5.97182 -5.17716 1.46594 0.308
H -3.44966 -2.79468 -2.44345 0.237
H -6.82177 4.98265 0.13676 0.027
H -1.97450 -5.20498 -3.57443 0.447
H 2.90422 -4.53617 -0.46428 0.398
H 0.18618 4.50755 1.52768 0.253
H -1.02418 4.65396 6.30305 0.322
H -2.44256 1.89280 3.86841 -0.103
H -0.71860 -1.56041 -0.33460 0.349
H 2.31850 -1.15162 -2.83743 0.249
```

The calculation puts the LUMO energy at -3.7 eV. The calculation puts the total energy at -19484.5742 Ha. The orbital gap comes out at 8.126 eV. As for the total charge: +1.

***

DFT (wB97M-V/def2-TZVPD) results for 3 unconnected molecules or ions with the total composition C24H51BrN7O3.

The geometry in XYZ format:
```
86
Properties=species:S:1:pos:R:3:lowdin_spin:R:1
Br -0.33030 3.38082 2.70208 0.000
O 2.63513 0.08321 -2.78930 0.564
O -2.62354 4.95658 2.63151 0.000
O -0.72962 -2.99716 3.73477 0.601
N -2.40107 3.49960 -0.51229 0.000
N -1.55222 0.31658 0.25746 0.001
N -2.81738 0.78855 -1.79867 0.000
N -0.44368 0.46779 -1.86308 0.000
N 3.80220 -0.51720 -3.15045 0.346
N -1.73682 -2.07979 3.74832 0.316
N -0.24608 6.16737 0.44267 0.000
C -2.96742 -3.98906 2.57561 -0.001
C -2.16791 4.99318 -0.73923 0.000
C 3.96696 0.64858 -5.38203 0.014
C -2.93835 3.27061 0.87304 0.000
C 4.67150 -2.78690 -3.62358 0.002
C -1.95958 -2.03699 6.26098 0.013
C -0.13553 -0.70987 5.14152 -0.001
C -2.44060 0.02820 4.93133 0.001
C -3.55288 -3.44001 4.91818 0.014
C -0.64248 5.44089 -0.59795 0.000
C -3.02819 -2.81314 3.59661 0.023
C -2.10193 3.96707 2.04730 0.000
C 3.83460 -0.67861 -6.11806 0.001
C 6.05195 0.02596 -4.14430 0.001
C 4.68863 1.84486 -3.28623 -0.001
C 4.57648 0.46378 -3.97783 0.025
C 3.04851 -1.68719 -5.29088 0.015
C 2.29868 -2.58473 -3.10821 -0.001
C 3.46673 -1.81916 -3.80018 0.025
C -3.37412 -2.59664 6.17401 0.001
C -1.22991 2.63991 -0.88496 0.000
C -1.57708 -1.25474 4.98880 0.024
C -1.56939 1.08040 -1.05036 0.000
C -4.07290 -1.85214 2.96045 0.002
H -2.47013 5.17996 -1.84103 0.000
H -2.53909 -3.66915 1.62061 0.000
H -4.61095 -3.70082 4.81596 0.001
H -3.10029 2.17243 1.14766 0.000
H -3.97316 -4.37241 2.37618 0.000
H 2.45943 -2.67078 -2.02920 0.000
H -4.11717 -1.79431 6.20204 0.000
H 5.61129 -2.29090 -3.38886 0.001
H 4.58552 1.32888 -5.97736 0.001
H -2.22056 0.61097 4.03051 0.001
H -3.98853 3.75810 0.89541 0.000
H 0.39207 0.53051 -1.25113 0.000
H 0.17302 -0.16369 4.24260 0.000
H -2.23695 0.67232 5.79246 0.000
H -1.88308 -1.39002 7.14170 0.001
H 3.31807 -0.51194 -7.06947 0.001
H -3.57007 -3.21646 7.05541 0.001
H -2.66030 0.15566 -2.59502 0.000
H 5.10179 1.74369 -2.27658 0.000
H -5.06733 -1.98938 3.39363 0.000
H 3.72814 2.36265 -3.21048 -0.001
H -0.06639 -0.01526 5.98368 0.000
H 3.09988 -2.66334 -5.78290 0.001
H 6.62926 0.79962 -4.65989 0.000
H 1.99437 -1.38597 -5.34044 0.002
H -0.33276 2.72166 -0.17751 0.000
H -4.16048 -2.01103 1.88119 0.000
H 4.81648 -1.08357 -6.37842 0.000
H -0.30595 0.97890 -2.74677 0.000
H -3.03033 -4.38823 5.09534 0.002
H -3.18076 3.25311 -1.16854 0.000
H 6.17621 -0.87560 -4.74415 0.000
H -1.00332 0.92848 0.89924 0.000
H 0.59952 -1.49687 5.33009 -0.001
H -3.51544 0.42197 -1.13836 0.000
H -2.87073 5.62466 -0.09693 0.000
H 0.14772 5.18931 -1.38234 0.000
H -0.86766 3.00857 -1.91848 0.000
H 1.32969 -2.10379 -3.26950 0.000
H 0.77664 6.33308 0.30924 0.000
H 6.52653 -0.13993 -3.17238 0.001
H 4.51890 -3.46953 -2.78240 0.000
H 5.35391 2.50955 -3.84444 0.000
H -3.51344 -0.16340 4.96170 0.000
H -2.37938 -4.83338 2.94496 0.000
H -1.25748 -2.85999 6.43311 0.003
H -3.81989 -0.79689 3.04861 0.001
H 2.21542 -3.59822 -3.51287 0.000
H -1.03129 -0.57462 0.11772 0.000
H 4.83559 -3.39746 -4.51536 0.000
H 2.98105 1.12229 -5.31525 0.003
```

As for the expectation value of S²: 2.009. The calculation puts the LUMO energy (alpha / beta) at -3.5 / -3.5 eV. The calculation puts the total energy at -4127.6190 Ha. The spin multiplicity is 3. The orbital gap (alpha / beta) comes out at 7.219 / 7.868 eV. As for the total charge: +1.

***

DFT (wB97M-V/def2-TZVPD) results for 7 unconnected molecules or ions with the total composition C24H51F5N4O16S2.

The geometry in XYZ format:
```
102
Properties=species:S:1:pos:R:3:mulliken_charge:R:1
S -13.18900 -13.49538 -33.10865 0.674
S -11.10155 -12.36135 -33.12288 0.896
F -14.10790 -17.66984 -27.50103 -0.301
F -9.25838 -8.90909 -31.49103 -0.265
F -8.69918 -6.80460 -33.18398 -0.242
F -13.93481 -14.53839 -34.12161 -0.303
F -9.58233 -12.65648 -33.55124 -0.316
O -8.18064 -9.79246 -29.80589 -0.373
O -12.69771 -16.09388 -26.59226 -0.348
O -6.68716 -8.97150 -35.86137 -0.543
O -7.94734 -11.28927 -31.39620 -0.266
O -15.95909 -18.52864 -35.23986 -0.482
O -13.96408 -12.28512 -33.25850 -0.622
O -10.59179 -15.33725 -26.73140 -0.494
O -8.86947 -11.89562 -29.40366 -0.472
O -11.02181 -12.49019 -31.70407 -0.549
O -11.74425 -15.85249 -28.56341 -0.265
O -11.20977 -11.04012 -33.69131 -0.447
O -10.56012 -15.93544 -34.04786 -0.550
O -11.12748 -14.10159 -36.46243 -0.554
O -13.26699 -14.17397 -31.83364 -0.336
O -8.68278 -9.02192 -34.92106 -0.118
O -7.77673 -7.04403 -35.33604 -0.330
N -11.81744 -13.58942 -33.93393 -0.025
N -15.39650 -18.10964 -32.35809 0.553
N -8.15347 -15.84452 -31.97968 0.065
N -13.14772 -12.63528 -38.13319 0.077
C -15.66801 -19.48875 -33.02396 -0.306
C -8.41939 -11.08973 -30.13641 0.645
C -16.57117 -19.37594 -34.28418 -0.755
C -9.75298 -8.05826 -34.80342 -0.388
C -7.59077 -17.11364 -31.41735 -0.780
C -10.84043 -12.82408 -37.01682 -0.163
C -13.66422 -11.76808 -36.98984 -0.777
C -13.74544 -16.34669 -27.49801 0.498
C -15.09424 -18.42178 -30.93757 -1.074
C -7.49186 -14.71154 -31.26342 -1.177
C -7.29382 -10.12151 -31.83239 -0.205
C -11.62278 -12.68062 -38.29643 -0.694
C -7.98641 -9.04529 -31.00886 0.104
C -8.92506 -6.81631 -34.52270 0.334
C -11.60681 -15.69272 -27.24111 0.486
C -7.73330 -15.74509 -33.47486 -0.769
C -7.62595 -8.39382 -35.39092 0.475
C -10.57117 -16.48190 -32.73719 0.893
C -16.59174 -17.21754 -32.46418 -1.059
C -13.13785 -16.08265 -28.86378 0.134
C -14.20132 -17.43036 -32.99186 -0.840
C -9.65589 -15.66834 -31.80766 -0.306
C -13.72860 -13.99525 -38.01055 -0.749
C -13.67432 -12.08374 -39.45039 -0.969
H -14.65426 -19.79803 -33.25916 0.351
H -17.52417 -17.72329 -32.20641 0.383
H -6.55282 -17.20620 -31.72831 0.362
H -8.18037 -14.79948 -33.76327 0.176
H -8.20773 -17.86811 -31.90428 0.359
H -7.82224 -14.75581 -30.22313 0.460
H -9.48179 -5.92292 -34.80556 0.359
H -16.64292 -18.40190 -35.91023 0.316
H -9.76938 -12.85322 -37.24562 0.437
H -13.81314 -16.70148 -32.27762 -0.052
H -14.50997 -15.64788 -27.15874 0.351
H -7.60982 -17.16681 -30.33218 0.320
H -8.18972 -16.63624 -33.88856 0.446
H -11.56918 -16.43358 -32.29788 -0.957
H -11.38318 -13.98022 -35.51719 0.404
H -10.91465 -12.00721 -36.29262 -0.002
H -7.41454 -9.74161 -32.84697 0.001
H -7.44622 -8.10786 -30.91678 0.431
H -11.05156 -15.08154 -33.94689 0.264
H -15.94408 -18.87036 -30.41950 0.502
H -10.30410 -8.49660 -33.96990 0.184
H -13.35427 -18.11374 -32.89692 0.449
H -17.55797 -18.97827 -34.03538 0.415
H -13.27448 -16.90706 -29.55354 -0.319
H -14.22405 -19.03728 -30.72464 0.377
H -13.37765 -11.03997 -39.52718 0.444
H -9.85376 -16.07853 -30.80979 0.310
H -13.69182 -12.46985 -36.15792 0.240
H -12.95874 -10.97447 -36.77073 0.341
H -11.42207 -11.71108 -38.75456 0.385
H -13.36984 -14.40498 -37.06497 0.229
H -6.23495 -10.12784 -31.57287 0.350
H -15.02854 -17.49879 -30.36058 0.239
H -10.24691 -17.52366 -32.73819 0.698
H -14.76155 -12.07852 -39.40494 0.424
H -7.85424 -13.75530 -31.64154 0.521
H -16.20347 -20.10861 -32.31136 0.351
H -16.74325 -16.94355 -33.50361 0.423
H -14.51142 -17.11073 -33.97659 0.455
H -16.44207 -16.45233 -31.70663 0.326
H -6.40436 -14.69865 -31.23107 0.411
H -14.81528 -14.01679 -37.96828 0.385
H -14.67632 -11.53284 -37.30091 0.367
H -13.47265 -15.17211 -29.36565 0.177
H -16.71222 -20.39677 -34.64937 0.454
H -6.65001 -15.70596 -33.43516 0.408
H -10.44369 -8.07010 -35.64737 0.299
H -9.81537 -14.60086 -31.67156 0.013
H -13.28943 -12.73838 -40.22534 0.382
H -13.35363 -14.72310 -38.72799 0.344
H -11.46907 -13.47413 -39.02271 0.388
```

The calculation puts the LUMO energy at -4.2 eV. The calculation puts the total energy at -3663.0153 Ha. The orbital gap comes out at 10.205 eV. As for the total charge: +2.